Record 1
Computed, not measured: the molecule C3H3FO2, with the ωB97M-V functional and the def2-TZVPD basis.

Computed properties:
largest force on an atom	6.7	eV/Å
ΔE to the lowest compared entry with this formula, charge and spin	263.17	kJ/mol
structure (SMILES)	O=CO/C=C\F
Kohn-Sham gap	9.94	eV
charge	0

```
9
C3H3FO2 the ωB97M-V functional and the def2-TZVPD basis
F 2.675 -0.480 -0.293
O -2.344 0.484 -0.328
O -0.380 -0.762 -0.102
C 0.344 0.278 0.088
C 1.623 0.420 0.046
C -1.793 -0.633 -0.058
H 2.149 1.239 -0.020
H -2.200 -1.764 0.435
H -0.073 1.220 0.232
```

Mulliken atomic charge list, values in e, 8 entries: number 1, F, carries -0.269; number 2, O, carries -0.479; number 3, O, carries -0.267; number 4, C, carries -0.087; number 5, C, carries -0.192; number 6, C, carries 0.304; number 7, H, carries 0.381; number 8, H, carries 0.272



Record 2
Computed, not measured: the molecule C3H3FO2, with the ωB97M-V functional and the def2-TZVPD basis.

Computed properties:
largest force on an atom	9.8	eV/Å
ΔE to the lowest compared entry with this formula, charge and spin	252.55	kJ/mol
structure (SMILES)	O=C/C(F)=C/O
Kohn-Sham gap	8.71	eV
charge	0

```
9
C3H3FO2 the ωB97M-V functional and the def2-TZVPD basis
F 2.096 -0.724 1.856
O 2.454 -2.438 -0.275
O -0.290 0.966 1.477
C 1.636 -1.548 -0.341
C 1.491 -0.629 0.730
C 0.120 0.146 0.524
H -0.370 -0.150 -0.457
H 1.142 -1.435 -1.302
H -0.998 1.632 1.134
```

Mulliken atomic charge list, values in e, 8 entries: number 1, F, carries -0.225; number 2, O, carries -0.507; number 3, O, carries -0.440; number 4, C, carries -0.119; number 5, C, carries 0.466; number 6, C, carries -0.066; number 7, H, carries 0.229; number 8, H, carries 0.286



Record 3
Computed, not measured: the molecule C3H3FO2, with the ωB97M-V functional and the def2-TZVPD basis.

Computed properties:
largest force on an atom	3.3	eV/Å
ΔE to the lowest compared entry with this formula, charge and spin	391.63	kJ/mol
structure (SMILES)	C=CC(=O)OF
Kohn-Sham gap	11.17	eV
charge	0

```
9
C3H3FO2 the ωB97M-V functional and the def2-TZVPD basis
F -3.024 -0.398 -0.152
O -1.266 1.473 0.531
O -1.658 -0.671 -0.308
C 0.413 -0.271 -0.063
C -0.889 0.412 0.155
C 1.672 0.159 -0.013
H 0.276 -1.328 -0.456
H 2.448 -0.549 -0.123
H 2.029 1.173 0.429
```

Mulliken atomic charge list, values in e, 8 entries: number 1, F, carries -0.158; number 2, O, carries -0.450; number 3, O, carries -0.045; number 4, C, carries -0.133; number 5, C, carries 0.631; number 6, C, carries -0.611; number 7, H, carries 0.229; number 8, H, carries 0.288



Record 4
Computed, not measured: a structure of composition C3H3FO4Yb, with the ωB97M-V functional and the def2-TZVPD basis.

Computed properties:
largest force on an atom	1.9	eV/Å
ΔE to the lowest compared entry with this formula, charge and spin	22.78	kJ/mol
multiplicity	2
Kohn-Sham gap (spin up / spin down)	7.96 / 7.31	eV
charge	+3

```
12
C3H3FO4Yb the ωB97M-V functional and the def2-TZVPD basis
Yb -6.477 -1.114 0.170
F 7.010 1.188 1.610
O 6.486 -0.096 1.734
O -3.414 -0.728 1.057
O -4.631 -0.988 1.569
O 3.060 0.800 1.430
C 5.238 -0.096 1.666
C -2.306 -0.547 0.809
C 4.365 1.096 1.477
H 4.695 1.646 0.563
H 4.582 1.838 2.283
H 4.845 -1.121 1.760
```

Mulliken atomic charge list, values in e, 8 entries: number 1, Yb, carries 1.817; number 2, F, carries -0.003; number 3, O, carries 0.074; number 4, O, carries 0.356; number 5, O, carries -0.464; number 6, O, carries -0.245; number 7, C, carries 0.157; number 8, C, carries 0.292



Record 5
Computed, not measured: a structure of composition C3H3FeLiO2, with the ωB97M-V functional and the def2-TZVPD basis.

Computed properties:
largest force on an atom	4.9	eV/Å
ΔE to the lowest compared entry with this formula, charge and spin	6.75	kJ/mol
multiplicity	7
Kohn-Sham gap (spin up / spin down)	8.92 / 6.85	eV
charge	+2

```
10
C3H3FeLiO2 the ωB97M-V functional and the def2-TZVPD basis
Fe 2.991 -0.406 0.376
O -1.331 -0.826 1.570
O 1.949 0.200 -1.022
C -1.484 -0.466 0.170
C -0.519 0.663 0.420
C -0.446 0.246 1.732
Li 2.808 0.473 -2.608
H -0.295 1.599 -0.091
H -1.148 -1.284 -0.485
H -2.525 -0.199 -0.062
```

Mulliken atomic charge list, values in e, 8 entries: number 1, Fe, carries 1.127; number 2, O, carries -0.126; number 3, O, carries -0.895; number 4, C, carries -0.069; number 5, C, carries -0.088; number 6, C, carries 0.258; number 7, Li, carries 0.883; number 8, H, carries 0.374



Record 6
Computed, not measured: a structure of composition C3H3HgMgO2, with the ωB97M-V functional and the def2-TZVPD basis.

Computed properties:
largest force on an atom	4.0	eV/Å
multiplicity	3
Kohn-Sham gap (spin up / spin down)	5.11 / 5.14	eV
charge	+1

```
10
C3H3HgMgO2 the ωB97M-V functional and the def2-TZVPD basis
Hg 0.412 -2.191 -0.003
Mg 1.722 1.054 -0.603
O 6.213 0.495 1.062
O 1.935 -0.631 0.285
C 5.012 0.934 1.631
C 4.507 -0.343 1.842
C 5.776 -0.881 1.228
H 5.688 -1.386 0.254
H 3.880 -0.747 2.639
H 6.458 -1.440 1.885
```

Mulliken atomic charge list, values in e, 8 entries: number 1, Hg, carries 0.470; number 2, Mg, carries 1.025; number 3, O, carries -0.278; number 4, O, carries -0.563; number 5, C, carries -0.035; number 6, C, carries -0.223; number 7, C, carries -0.141; number 8, H, carries 0.191



Record 7
Computed, not measured: a structure of composition C3H3HgO2, with the ωB97M-V functional and the def2-TZVPD basis.

Computed properties:
largest force on an atom	4.1	eV/Å
ΔE to the lowest compared entry with this formula, charge and spin	109.61	kJ/mol
multiplicity	3
Kohn-Sham gap (spin up / spin down)	8.00 / 4.40	eV
charge	+1

```
9
C3H3HgO2 the ωB97M-V functional and the def2-TZVPD basis
Hg 1.654 -1.188 2.308
O 0.473 -0.220 0.450
O -0.287 0.658 -1.509
C -3.989 -0.197 -0.281
C -2.924 -0.944 -0.499
C -0.148 0.086 -0.500
H -3.918 0.879 -0.094
H -4.987 -0.649 -0.205
H -2.753 -1.971 -0.825
```

Mulliken atomic charge list, values in e, 8 entries: number 1, Hg, carries 0.987; number 2, O, carries -0.345; number 3, O, carries -0.228; number 4, C, carries -0.375; number 5, C, carries -0.350; number 6, C, carries 0.530; number 7, H, carries 0.209; number 8, H, carries 0.258



Record 8
Computed, not measured: a structure of composition C3H3I, with the ωB97M-V functional and the def2-TZVPD basis.

Computed properties:
largest force on an atom	5.7	eV/Å
ΔE to the lowest compared entry with this formula, charge and spin	183.98	kJ/mol
multiplicity	3
Kohn-Sham gap (spin up / spin down)	6.38 / 8.65	eV
charge	0

```
7
C3H3I the ωB97M-V functional and the def2-TZVPD basis
I -2.753 -0.177 -0.014
C -0.898 0.653 0.182
C 0.423 0.708 -0.115
C 0.632 -0.646 0.008
H 0.249 -1.231 -0.698
H 0.978 1.701 -0.036
H 1.369 -1.008 0.674
```

Electronic structure analysis, Mulliken charges in units of e: number 1, I, carries 0.199; number 2, C, carries -0.483; number 3, C, carries 0.217; number 4, C, carries -0.921; number 5, H, carries 0.411; number 6, H, carries 0.286; number 7, H, carries 0.291



Record 9
Computed, not measured: the molecule C3H3IN2O, with the ωB97M-V functional and the def2-TZVPD basis.

Computed properties:
largest force on an atom	3.4	eV/Å
ΔE to the lowest compared entry with this formula, charge and spin	653.77	kJ/mol
Kohn-Sham gap (spin up / spin down)	6.74 / 6.37	eV
charge	0

```
10
C3H3IN2O the ωB97M-V functional and the def2-TZVPD basis
I 3.255 0.143 0.059
O 0.434 1.925 -0.028
N 0.173 0.539 -0.207
N -0.111 -2.172 -0.029
C 1.235 -0.199 -0.379
C -1.096 0.035 -0.069
C -1.088 -1.382 0.099
H -1.837 0.742 -0.364
H 1.187 2.037 0.606
H -2.152 -1.669 0.313
```

Mulliken atomic charge list, values in e, 8 entries: number 1, I, carries 0.105; number 2, O, carries -0.398; number 3, N, carries 0.178; number 4, N, carries -0.498; number 5, C, carries -0.153; number 6, C, carries -0.534; number 7, C, carries 0.302; number 8, H, carries 0.390



Record 10
Computed, not measured: the molecule C3H3IN2S, with the ωB97M-V functional and the def2-TZVPD basis.

Computed properties:
largest force on an atom	3.2	eV/Å
ΔE to the lowest compared entry with this formula, charge and spin	206.85	kJ/mol
Kohn-Sham gap	7.28	eV
charge	0

```
10
C3H3IN2S the ωB97M-V functional and the def2-TZVPD basis
I -2.870 0.143 -1.304
S -0.997 -2.586 0.816
N 0.943 -0.636 0.533
N -1.209 0.338 -0.202
C -0.171 1.139 -0.421
C 1.017 0.673 0.042
C -0.180 -1.285 0.478
H 1.954 1.189 0.096
H 1.793 -1.088 0.847
H -0.280 2.111 -0.884
```

Mulliken atomic charge list, values in e, 8 entries: number 1, I, carries 0.146; number 2, S, carries -0.293; number 3, N, carries 0.043; number 4, N, carries -0.616; number 5, C, carries 0.115; number 6, C, carries -0.599; number 7, C, carries 0.237; number 8, H, carries 0.369



Q: What is the formula in the sixth record?
A: C3H3HgMgO2



Please write out number 1 again, unchanged.
Computed, not measured: the molecule C3H3FO2, with the ωB97M-V functional and the def2-TZVPD basis.

Computed properties:
largest force on an atom	6.7	eV/Å
ΔE to the lowest compared entry with this formula, charge and spin	263.17	kJ/mol
structure (SMILES)	O=CO/C=C\F
Kohn-Sham gap	9.94	eV
charge	0

```
9
C3H3FO2 the ωB97M-V functional and the def2-TZVPD basis
F 2.675 -0.480 -0.293
O -2.344 0.484 -0.328
O -0.380 -0.762 -0.102
C 0.344 0.278 0.088
C 1.623 0.420 0.046
C -1.793 -0.633 -0.058
H 2.149 1.239 -0.020
H -2.200 -1.764 0.435
H -0.073 1.220 0.232
```

Mulliken atomic charge list, values in e, 8 entries: number 1, F, carries -0.269; number 2, O, carries -0.479; number 3, O, carries -0.267; number 4, C, carries -0.087; number 5, C, carries -0.192; number 6, C, carries 0.304; number 7, H, carries 0.381; number 8, H, carries 0.272